1.
{
  "formula": "C7H12",
  "method": "wB97M-V/def2-TZVPD",
  "orbital_gap_ev": 9.32,
  "homo_energy_ev": -8.249,
  "e_lumo_ha": 0.0394,
  "symbols": ["C", "C", "C", "C", "C", "C", "C", "H", "H", "H", "H", "H", "H", "H", "H", "H", "H", "H", "H"],
  "positions_angstrom": [[2.34987, 0.46135, -0.66591], [1.14930, -0.48116, -0.73557], [0.21595, -0.33754, 0.46030], [-0.56501, 0.98945, 0.65137], [-1.89031, 0.21132, 0.77650], [-2.08017, -0.96656, -0.64476], [-1.12537, -1.11485, 0.43836], [3.00306, 0.34586, -1.53734], [2.95362, 0.27058, 0.22888], [2.02932, 1.50935, -0.63063], [0.58877, -0.29344, -1.66058], [1.49750, -1.52144, -0.79406], [0.77095, -0.57393, 1.37689], [-0.54002, 1.67599, -0.20157], [-0.28801, 1.54981, 1.54860], [-2.45974, 0.19137, 1.70441], [-2.70639, 0.35931, 0.00168], [-1.64276, -0.30573, -1.41912], [-1.26054, -1.96973, 1.10258]],
  "atomic_forces_ev_per_a": [[0.0, 0.1, 0.0], [-0.1, 0.0, 0.0], [0.1, 0.0, -0.1], [0.0, 0.1, -0.1], [-0.2, 0.2, 0.2], [0.3, -0.1, -0.1], [0.0, -0.3, -0.1], [-0.1, 0.0, 0.1], [-0.1, 0.0, -0.1], [0.0, -0.1, 0.0], [0.1, 0.0, 0.1], [-0.1, 0.1, 0.0], [-0.1, 0.0, -0.1], [0.0, -0.1, 0.1], [-0.1, -0.1, -0.1], [0.1, -0.1, -0.1], [0.0, 0.3, 0.0], [-0.1, -0.1, 0.1], [0.0, 0.2, -0.1]],
  "mulliken_charge": [-1.18, -0.42, 0.05, -0.93, -0.22, -0.76, -0.39, 0.36, 0.32, 0.29, 0.23, 0.32, 0.49, 0.32, 0.32, 0.38, 0.15, 0.24, 0.41]
}



2.
{
  "formula": "C14H19N3PdSSi",
  "method": "wB97M-V/def2-TZVPD",
  "orbital_gap_ev": [3.67, 3.81],
  "homo_energy_ev": [-14.540, -14.625],
  "e_lumo_ha": [-0.3994, -0.3976],
  "total_charge": 2,
  "symbols": ["Pd", "S", "C", "C", "C", "C", "C", "N", "H", "H", "H", "H", "C", "C", "C", "C", "C", "C", "N", "N", "Si", "C", "C", "C", "H", "H", "H", "H", "H", "H", "H", "H", "H", "H", "H", "H", "H", "H", "H"],
  "positions_angstrom": [[-0.33874, -0.59246, -0.56681], [1.38700, -1.41750, -2.10900], [0.55209, -2.87153, -1.72142], [0.85684, -4.15281, -2.17089], [-0.00530, -5.18261, -1.80881], [-1.10882, -4.90185, -1.02074], [-1.33762, -3.58893, -0.58271], [-0.51966, -2.61381, -0.92513], [1.72543, -4.31935, -2.79282], [0.18381, -6.19252, -2.14647], [-1.80064, -5.68075, -0.73215], [-2.18084, -3.33745, 0.04602], [1.00298, -1.66235, 3.19747], [1.06537, -0.27643, 2.65498], [1.65279, 0.77322, 3.42803], [1.70337, 2.06592, 2.94343], [1.18978, 2.33690, 1.68500], [0.64255, 1.25770, 0.95700], [0.58499, -0.02060, 1.46487], [0.14068, 1.29932, -0.26839], [-0.76545, 2.61937, -1.18559], [-1.96671, 3.24913, 0.07206], [-1.57278, 1.63249, -2.53385], [0.44019, 3.87673, -1.79124], [0.44180, -1.67505, 4.13336], [2.00931, -2.01891, 3.42438], [0.53221, -2.33772, 2.48712], [2.06365, 0.53258, 4.39995], [2.14404, 2.85510, 3.53729], [1.20939, 3.32869, 1.25430], [-2.58107, 2.45092, 0.49249], [-2.64089, 3.96819, -0.40088], [-1.46451, 3.76797, 0.89093], [-2.45137, 1.08408, -2.18389], [-0.88761, 0.94525, -3.03511], [-1.93374, 2.31595, -3.30767], [1.02539, 4.32270, -0.98569], [-0.12399, 4.68676, -2.26232], [1.12613, 3.47368, -2.53711]],
  "atomic_forces_ev_per_a": [[0.8, -0.9, -1.0], [-0.6, 1.4, 0.6], [-0.7, -1.2, 0.1], [-0.3, 0.4, 0.2], [0.1, 0.3, 0.0], [-0.4, 0.6, 0.4], [-0.4, -1.3, 0.1], [1.3, 0.8, -0.8], [0.0, 0.0, 0.0], [0.0, 0.0, 0.0], [0.0, 0.0, 0.0], [0.0, 0.0, 0.0], [0.0, 0.0, -0.1], [-0.9, -0.5, -0.2], [-0.1, 0.6, 0.0], [0.2, 0.0, 0.2], [-0.1, 0.0, -0.1], [0.2, -0.1, 0.1], [0.9, 0.3, 0.4], [-0.4, -0.6, 0.4], [-0.2, 0.3, -0.8], [0.0, 0.0, 0.3], [0.0, 0.1, 0.0], [0.2, 0.0, 0.1], [0.0, 0.0, 0.0], [0.0, 0.0, 0.0], [0.0, 0.0, 0.0], [0.2, 0.0, 0.0], [0.0, 0.0, 0.0], [-0.1, 0.1, 0.1], [0.0, 0.0, 0.0], [0.0, 0.0, -0.1], [0.0, 0.0, 0.0], [0.0, -0.1, 0.0], [0.0, 0.0, 0.0], [0.0, 0.0, 0.0], [0.0, 0.0, 0.0], [0.0, 0.0, 0.0], [0.0, 0.0, 0.0]],
  "mulliken_charge": [0.19, -0.18, 0.91, -0.66, -0.12, -0.65, -0.21, -0.23, 0.42, 0.43, 0.42, 0.47, -1.35, 0.44, -0.28, -0.73, -0.04, 0.56, -0.09, 0.08, -0.02, -0.92, -1.09, -0.93, 0.38, 0.39, 0.23, 0.46, 0.49, 0.39, 0.34, 0.39, 0.35, 0.34, 0.39, 0.37, 0.37, 0.35, 0.35]
}



3.
{
  "formula": "C31H44Cl2IrNP",
  "method": "wB97M-V/def2-TZVPD",
  "orbital_gap_ev": [3.27, 5.47],
  "homo_energy_ev": [0.994, -1.203],
  "e_lumo_ha": [0.1567, 0.1567],
  "multiplicity": 6,
  "total_charge": -2,
  "symbols": ["P", "C", "C", "C", "C", "C", "C", "C", "C", "C", "C", "C", "C", "C", "C", "C", "C", "C", "C", "H", "H", "H", "H", "H", "H", "H", "H", "H", "H", "H", "H", "H", "H", "H", "H", "H", "H", "H", "H", "H", "H", "H", "H", "H", "H", "H", "H", "H", "H", "H", "H", "H", "Ir", "Cl", "Cl", "C", "H", "C", "C", "C", "C", "C", "C", "H", "H", "H", "H", "H", "N", "C", "C", "C", "C", "C", "C", "H", "H", "H", "H", "H"],
  "positions_angstrom": [[0.30546, -0.70633, -0.85985], [1.57466, -0.26863, -2.26750], [1.52511, -0.97847, -3.63114], [2.70096, -0.62346, -4.54475], [3.07847, 0.86292, -4.57041], [2.99675, 1.58261, -3.21615], [1.72338, 1.24793, -2.42955], [-1.23113, 0.11728, -1.59879], [-1.34462, 0.06442, -3.11169], [-2.68680, 0.59874, -3.60060], [-2.97887, 2.00117, -3.06121], [-2.66309, 2.19790, -1.57096], [-1.33628, 1.56487, -1.13865], [-0.06714, -2.42414, -1.48345], [1.13527, -3.35655, -1.32869], [0.88301, -4.65730, -2.10068], [-0.42276, -5.35595, -1.68410], [-1.61408, -4.39050, -1.55636], [-1.26159, -3.09554, -0.81334], [2.47943, -0.63484, -1.75391], [0.59949, -0.73264, -4.16464], [1.51741, -2.06972, -3.51450], [2.44765, -0.93947, -5.56460], [3.57209, -1.22702, -4.25466], [4.10111, 0.95292, -4.95217], [2.43902, 1.38142, -5.29904], [3.86438, 1.31311, -2.59816], [3.04468, 2.66551, -3.37867], [1.75492, 1.74175, -1.44681], [0.86378, 1.67530, -2.96371], [-2.05892, -0.44410, -1.14031], [-3.47866, -0.10771, -3.31675], [-1.21059, -0.94846, -3.50605], [-0.55410, 0.69780, -3.52812], [-2.66497, 0.62741, -4.69647], [-4.03291, 2.24014, -3.22807], [-2.40764, 2.73480, -3.64703], [-2.64133, 3.27159, -1.34415], [-3.47296, 1.76253, -0.96337], [-1.25741, 1.60461, -0.05303], [-0.49581, 2.16309, -1.51937], [-0.30851, -2.30724, -2.54855], [2.07498, -2.90284, -1.66712], [1.26496, -3.57635, -0.26025], [0.82611, -4.44419, -3.18036], [1.73088, -5.33988, -1.95858], [-0.26667, -5.87335, -0.72494], [-0.66774, -6.13410, -2.42203], [-2.44694, -4.89294, -1.04776], [-1.96168, -4.14478, -2.57132], [-2.14161, -2.44345, -0.76599], [-0.98780, -3.32435, 0.22400], [0.23823, -0.23302, 3.14938], [-2.11505, -0.40241, 3.45209], [0.35051, -2.13352, 1.85744], [0.71441, 1.63252, 3.37243], [1.56937, 1.82892, 4.04512], [-1.13158, 4.89690, 1.37261], [-0.03919, 5.15329, 2.22500], [0.54999, 4.12854, 2.95181], [0.08255, 2.78140, 2.78237], [-1.04085, 2.54925, 1.96697], [-1.67484, 3.60916, 1.31162], [-1.55645, 5.69737, 0.75575], [0.34710, 6.17066, 2.30586], [1.38335, 4.30820, 3.62764], [-1.39204, 1.51662, 1.86884], [-2.57938, 3.42343, 0.72974], [0.56649, -0.57467, 4.88139], [0.46910, -0.44359, 6.20823], [1.16899, -1.31087, 7.11259], [1.27175, -0.97108, 8.44272], [0.70064, 0.23802, 8.90785], [-0.11098, 1.01868, 8.05705], [-0.29743, 0.63000, 6.74331], [1.61040, -2.20286, 6.65255], [1.78967, -1.64007, 9.14081], [0.86022, 0.54834, 9.94353], [-0.61920, 1.91789, 8.42156], [-0.95715, 1.13741, 6.03815]],
  "atomic_forces_ev_per_a": [[0.0, 0.6, -1.5], [-0.1, -0.4, 0.6], [-0.2, 0.1, -0.3], [0.2, -0.1, 0.1], [0.0, 0.1, -0.1], [0.0, -0.1, 0.1], [0.3, 0.0, -0.1], [0.4, -0.2, 0.2], [-0.5, 0.0, -0.2], [0.0, 0.0, 0.0], [-0.1, 0.2, 0.0], [0.0, -0.1, 0.0], [-0.2, 0.1, 0.1], [0.0, 0.2, 0.2], [0.0, -0.3, 0.0], [-0.1, -0.1, -0.1], [0.0, 0.0, 0.2], [0.0, 0.0, -0.1], [-0.1, -0.4, 0.1], [0.1, 0.2, -0.2], [0.4, 0.0, 0.1], [0.0, 0.3, 0.0], [0.1, 0.0, 0.0], [0.0, 0.2, 0.1], [-0.1, 0.1, -0.1], [0.0, 0.0, 0.2], [-0.1, 0.0, -0.1], [0.1, -0.1, 0.0], [0.0, -0.2, -0.2], [0.3, -0.1, 0.1], [0.0, 0.2, -0.1], [0.0, 0.1, 0.1], [-0.1, 0.2, 0.1], [-0.3, -0.2, -0.1], [-0.2, 0.0, 0.0], [0.0, 0.1, -0.1], [0.1, -0.1, 0.1], [-0.1, -0.2, -0.1], [0.2, 0.0, -0.1], [0.1, 0.0, -0.3], [-0.2, -0.1, 0.0], [0.1, -0.2, 0.1], [-0.1, 0.0, 0.0], [0.0, 0.1, -0.1], [0.1, 0.1, 0.1], [-0.1, 0.0, -0.1], [0.0, 0.2, -0.1], [0.1, 0.0, 0.2], [0.1, 0.0, -0.1], [0.0, 0.0, 0.1], [0.1, -0.1, -0.1], [-0.2, 0.1, -0.2], [0.3, 0.1, -2.5], [-1.8, 0.1, 0.1], [0.3, -1.9, -0.5], [0.1, 2.6, 0.2], [-0.3, 0.3, -0.2], [-0.2, 0.3, -0.1], [0.2, -0.2, 0.1], [-0.6, 0.0, -0.5], [1.3, -0.9, 0.7], [-1.0, 0.9, -0.5], [0.5, -0.4, 0.3], [0.1, -0.2, 0.4], [0.0, -0.2, 0.0], [-0.1, 0.0, -0.1], [0.0, 0.5, 0.2], [0.3, 0.1, 0.1], [0.8, -1.1, 3.8], [0.3, -0.2, -0.5], [-0.2, 0.1, -0.6], [-0.2, 0.4, 0.3], [0.0, -0.1, 0.2], [0.0, -0.4, 0.1], [0.1, 0.1, 0.0], [0.0, 0.3, 0.4], [-0.1, 0.3, -0.2], [-0.1, -0.1, -0.2], [0.2, -0.3, 0.0], [0.3, 0.1, 0.2]],
  "lowdin_spin": [0.03, 0.00, 0.00, 0.00, 0.00, 0.00, 0.00, 0.00, 0.00, 0.00, 0.00, 0.00, 0.00, 0.01, 0.00, 0.00, 0.00, 0.00, 0.00, 0.00, 0.00, 0.00, 0.00, 0.00, 0.00, 0.00, 0.00, 0.00, 0.00, 0.00, 0.00, 0.00, 0.00, 0.00, 0.00, 0.00, 0.00, 0.00, 0.00, 0.00, 0.00, 0.00, 0.00, 0.00, 0.00, 0.00, 0.00, 0.00, 0.00, 0.00, 0.00, 0.00, 2.20, 0.25, 0.19, 0.51, 0.04, 0.14, 0.01, 0.10, 0.12, 0.14, 0.01, 0.01, 0.00, 0.00, 0.03, 0.00, 0.75, 0.12, 0.10, 0.00, 0.12, 0.01, 0.10, 0.01, 0.00, 0.01, 0.00, 0.00]
}